Here is a structure of composition C25H25ClF4In at a distorted geometry from OMol25. Energies are from ωB97M-V/def2-TZVPD.

Results
Kohn-Sham gap, eV: 6.873
F_max, hartree/bohr: 0.0507
Charge: -1

Structure (XYZ):
```
56
C25H25ClF4In (ωB97M-V/def2-TZVPD)
In -5.619 1.430 -2.652
Cl -6.907 -0.686 -2.702
F -2.465 3.901 -1.611
F 0.590 -0.407 0.691
F 2.335 4.321 2.529
F 0.484 -5.526 -1.544
C 2.711 4.300 3.815
C 0.838 -7.050 -3.309
C -3.058 3.908 0.671
C -0.736 3.830 -0.009
C -0.316 -2.555 0.337
C -0.889 -3.484 -0.532
C -0.710 -1.895 -2.350
C 1.720 -7.686 -4.183
C 0.046 -1.302 -0.144
C 4.456 4.232 5.470
C -0.344 3.812 1.330
C 4.064 4.250 4.131
C 3.575 -6.503 -3.171
C -2.667 3.879 2.010
C 3.489 4.254 6.478
C 2.133 4.299 6.150
C -1.311 3.834 2.338
C 2.691 -5.859 -2.305
C -1.083 -3.155 -1.874
C 1.742 4.328 4.811
C 1.332 -6.140 -2.380
C -2.089 3.880 -0.325
C -3.354 1.150 -2.912
C 3.088 -7.413 -4.111
C -0.148 -0.962 -1.478
H 4.640 -6.295 -3.114
H -3.149 0.314 -3.739
H -1.183 -4.464 -0.163
H 3.795 4.236 7.522
H -4.107 3.952 0.398
H -2.852 2.150 -3.326
H 5.512 4.201 5.728
H 3.051 -5.142 -1.575
H -6.136 2.409 -4.109
H 3.776 -7.913 -4.789
H -0.227 -7.255 -3.345
H -1.525 -3.880 -2.553
H 1.382 4.312 6.936
H 0.140 0.024 -1.828
H 0.001 3.805 -0.805
H -0.859 -1.642 -3.397
H 0.693 4.372 4.538
H -0.150 -2.798 1.381
H 4.801 4.225 3.335
H 0.712 3.781 1.588
H 1.343 -8.392 -4.918
H -1.005 3.816 3.382
H -3.418 3.892 2.796
H -6.016 2.469 -1.209
H -2.813 0.834 -1.899
```

How is the electron density shared among the atoms? According to Löwdin, the charges in e are: number 1, In, carries 0.088; number 2, Cl, carries -0.307; number 3, F, carries 0.056; number 4, F, carries 0.054; number 5, F, carries 0.050; number 6, F, carries 0.056; number 7, C, carries -0.272; number 8, C, carries -0.014; number 9, C, carries -0.006; number 10, C, carries -0.011; number 11, C, carries -0.021; number 12, C, carries -0.106; number 13, C, carries -0.073; number 14, C, carries -0.087; number 15, C, carries -0.292; number 16, C, carries -0.088; number 17, C, carries -0.081; number 18, C, carries -0.016; number 19, C, carries -0.088; number 20, C, carries -0.083; number 21, C, carries -0.103; number 22, C, carries -0.080; number 23, C, carries -0.104; number 24, C, carries -0.012; number 25, C, carries -0.102; number 26, C, carries -0.005; number 27, C, carries -0.274; number 28, C, carries -0.279; number 29, C, carries -0.365; number 30, C, carries -0.106; number 31, C, carries -0.021; number 32, H, carries 0.102; number 33, H, carries -0.023; number 34, H, carries 0.099; number 35, H, carries 0.098; number 36, H, carries 0.105; number 37, H, carries -0.021; number 38, H, carries 0.102; number 39, H, carries 0.118; number 40, H, carries -0.146; number 41, H, carries 0.097; number 42, H, carries 0.116; number 43, H, carries 0.102; number 44, H, carries 0.105; number 45, H, carries 0.114; number 46, H, carries 0.114; number 47, H, carries 0.105; number 48, H, carries 0.096; number 49, H, carries 0.110; number 50, H, carries 0.115; number 51, H, carries 0.078; number 52, H, carries 0.102; number 53, H, carries 0.074; number 54, H, carries 0.102; number 55, H, carries -0.147; number 56, H, carries -0.024